No. 1
Molecular formula: C6H10N3O2
Method: DFT, ωB97M-V with the def2-TZVPD basis set

Each line ends with the natural charge from an NBO analysis.
Atoms and positions in Å:
O (-0.669, -2.355, -0.692)  -0.553
C (-1.906, 2.236, 0.877)  0.150
O (0.390, 2.035, -0.701)  -0.557
C (0.867, 0.962, -0.387)  0.723
C (1.223, -2.137, 0.814)  -0.741
N (-2.015, 1.140, 0.297)  -0.418
H (1.175, -1.886, 1.860)  0.261
H (-1.193, 3.012, 0.539)  0.231
C (2.237, 0.739, 0.018)  -0.738
H (2.872, -0.108, -0.465)  0.261
H (-1.964, -1.077, -1.967)  0.464
H (2.218, 0.462, 1.051)  0.258
H (2.909, 1.499, -0.177)  0.273
H (1.232, -3.340, 0.882)  0.286
C (-1.585, 0.286, -0.538)  0.731
H (-2.514, 2.415, 1.749)  0.212
N (-0.047, -0.201, -0.274)  -0.534
C (0.124, -1.623, -0.074)  0.701
N (-2.309, -0.268, -1.464)  -0.692
H (2.185, -1.765, 0.285)  0.253
H (-3.231, -0.024, -1.634)  0.429

structure (SMILES): C=NC(=[NH2+])N(C(C)=O)C(C)=O
energy above the lowest of the compared OMol25 structures with the same formula, charge and spin: 61.2 kcal per mole
total charge: +1
spin multiplicity: 1
LUMO level: -4.8 eV
energy: -549.0690 a.u.

No. 2
Molecular formula: C6H10N3P
Method: DFT, ωB97M-V with the def2-TZVPD basis set

Each line ends with the natural charge from an NBO analysis.
Atoms and positions in Å:
C (-2.045, 1.306, 0.219)  -0.225
H (0.552, 0.561, 1.151)  0.411
N (1.405, 0.107, 1.391)  -1.168
H (3.327, -1.738, -0.777)  0.379
C (-2.137, 0.143, 1.007)  -0.223
H (1.294, -0.712, 2.023)  0.418
C (-1.170, 1.191, -0.914)  -0.217
H (-2.666, 0.173, 2.044)  0.223
H (-2.470, 2.256, 0.464)  0.224
H (-0.699, -2.134, -1.001)  0.226
H (-0.996, 2.192, -1.502)  0.223
N (2.813, 0.911, -0.916)  -1.294
C (-0.728, -0.059, -1.370)  -0.248
H (-0.031, 0.055, -2.217)  0.238
C (-0.945, -1.199, -0.578)  -0.213
N (2.905, -1.645, 0.136)  -1.226
H (-1.731, -1.975, 1.330)  0.228
H (2.597, 1.882, -1.132)  0.418
C (-1.598, -1.073, 0.606)  -0.234
P (2.324, -0.242, 0.034)  2.059

structure (SMILES): [H]/N=P(\N)=N/[H].c1ccccc1
energy above the lowest of the compared OMol25 structures with the same formula, charge and spin: 0.0 kcal per mole
spin multiplicity: 1
LUMO level: 0.6 eV
energy: -740.2117 a.u.

Number 1: maximum force 4.6 eV/Å. Number 2: maximum force 4.2 eV/Å.